(1)
Entry from the OMol25 dataset: 2 unconnected molecules or ions with the total composition C2H4N2O3S (the ωB97M-V functional and the def2-TZVPD basis).

The structure (SMILES) is NSOC=O.N=C=O. The relative energy (zero: lowest compared OMol25 entry of this formula, charge and spin) is 33.19 kcal/mol. Its frontier orbital gap is 9.522 eV. The largest force on an atom is 5.35 eV/A. The calculation puts the LUMO energy at 0.66 eV.

Geometry as XYZ:
```
12
Properties=species:S:1:pos:R:3:forces:R:3
S 0.916 -0.604 -1.239 0.959 -1.927 0.796
O 2.491 1.166 0.505 -1.861 1.349 0.004
O 0.647 0.994 -0.800 -0.084 -0.034 0.663
O -1.295 -0.220 1.020 0.467 -0.002 0.641
N -3.038 -0.027 -0.537 -0.157 0.084 -0.603
N 1.375 -1.504 0.142 3.066 2.385 -3.683
C 1.401 1.574 0.166 0.255 -0.259 -0.311
C -2.192 -0.101 0.290 -0.627 -0.136 -0.319
H 2.338 -1.897 0.182 -1.434 0.798 0.059
H 0.687 2.423 0.472 1.765 -0.578 0.356
H 0.662 -1.887 0.620 -2.592 -1.692 2.015
H -3.990 0.081 -0.821 0.243 0.013 0.382
```
Positions in Å, forces in eV/Å.

Atom charges from the Mulliken analysis, given in e for atoms 1 to 6: atom 1 (S): 0.090, atom 2 (O): -0.506, atom 3 (O): -0.291, atom 4 (O): -0.459, atom 5 (N): -0.363, atom 6 (N): -0.407


(2)
Entry from the OMol25 dataset: C2H4N2O3Si in the gas phase (the ωB97M-V functional and the def2-TZVPD basis).

The structure (SMILES) is NC(=O)C(=O)N1O[SiH2]1. The relative energy (zero: lowest compared OMol25 entry of this formula, charge and spin) is 0.00 kcal/mol. Its frontier orbital gap is 9.734 eV. The largest force on an atom is 3.27 eV/A. The calculation puts the LUMO energy at -0.13 eV.

Geometry as XYZ:
```
12
Properties=species:S:1:pos:R:3:forces:R:3
Si -2.201 -0.473 -0.918 -0.052 0.601 -0.962
O 1.144 0.231 -1.327 -0.356 0.201 0.491
O -2.442 0.031 0.605 -0.302 0.135 1.392
O 0.145 -0.563 1.808 -0.435 -0.012 0.724
N -1.131 0.510 0.067 0.876 -0.374 0.774
N 2.408 0.418 0.550 -1.915 -0.086 0.763
C 0.039 0.000 0.764 -2.888 0.412 -1.374
C 1.186 0.272 -0.109 3.261 -0.024 -0.240
H -1.556 -1.795 -0.918 -0.507 -0.136 -0.671
H 3.066 0.715 -0.118 1.368 0.327 -0.302
H -3.225 0.132 -1.982 1.482 -0.898 1.050
H 2.565 0.521 1.577 -0.533 -0.145 -1.646
```
Positions in Å, forces in eV/Å.

Atom charges from the Mulliken analysis, given in e for atoms 1 to 6: atom 1 (Si): 0.451, atom 2 (O): -0.571, atom 3 (O): -0.301, atom 4 (O): -0.495, atom 5 (N): -0.050, atom 6 (N): -0.396


(3)
Entry from the OMol25 dataset: C2H4N2OS in the gas phase (the ωB97M-V functional and the def2-TZVPD basis).

The structure (SMILES) is C1=NOCSN1. The relative energy (zero: lowest compared OMol25 entry of this formula, charge and spin) is 88.76 kcal/mol. Its frontier orbital gap is 9.982 eV. The largest force on an atom is 3.18 eV/A. The calculation puts the LUMO energy at 0.69 eV.

Geometry as XYZ:
```
10
Properties=species:S:1:pos:R:3:forces:R:3
S -1.536 0.660 0.147 1.550 0.509 0.407
O -0.224 -1.479 -0.519 1.871 0.154 -1.007
N 0.887 -0.699 -1.020 -0.523 -1.396 -1.208
N 0.055 1.325 -0.111 -1.845 0.579 -0.725
C -0.761 -0.937 0.587 -1.607 0.515 2.701
C 0.901 0.560 -0.854 0.868 -0.560 0.805
H 0.491 1.822 0.633 0.011 0.534 0.464
H 1.810 1.026 -1.252 -0.305 -0.018 0.144
H -0.007 -0.707 1.435 -1.125 -0.549 -1.285
H -1.615 -1.572 0.954 1.105 0.234 -0.297
```
Positions in Å, forces in eV/Å.

Atom charges from the Mulliken analysis, given in e for atoms 1 to 6: atom 1 (S): -0.035, atom 2 (O): -0.173, atom 3 (N): -0.364, atom 4 (N): -0.348, atom 5 (C): -0.282, atom 6 (C): 0.024


(4)
Entry from the OMol25 dataset: C2H4N2OS in the gas phase (the ωB97M-V functional and the def2-TZVPD basis).

The structure (SMILES) is N/N=C/C(=O)S. The relative energy (zero: lowest compared OMol25 entry of this formula, charge and spin) is 51.02 kcal/mol. Its frontier orbital gap is 9.510 eV. The largest force on an atom is 2.02 eV/A. The calculation puts the LUMO energy at 0.12 eV.

Geometry as XYZ:
```
10
Properties=species:S:1:pos:R:3:forces:R:3
S -1.467 -1.020 -0.001 -0.542 -0.096 -0.163
O -1.492 1.559 -0.039 0.216 0.406 -0.261
N 1.414 -0.372 0.003 -1.448 1.403 0.186
N 2.699 -0.174 -0.105 1.741 -0.519 0.222
C 0.681 0.692 0.109 0.595 -0.824 -0.455
C -0.756 0.605 -0.027 -1.107 -0.664 0.776
H 1.048 1.705 0.230 0.420 0.117 -0.127
H 3.283 -0.944 0.223 -0.273 0.547 -0.325
H 3.041 0.775 -0.012 0.217 -0.115 0.180
H -0.306 -1.653 0.108 0.180 -0.256 -0.034
```
Positions in Å, forces in eV/Å.

Atom charges from the Mulliken analysis, given in e for atoms 1 to 6: atom 1 (S): -0.215, atom 2 (O): -0.517, atom 3 (N): -0.167, atom 4 (N): -0.446, atom 5 (C): -0.033, atom 6 (C): 0.353


(5)
Entry from the OMol25 dataset: 2 unconnected molecules or ions with the total composition C2H4N2OS (the ωB97M-V functional and the def2-TZVPD basis).

The relative energy (zero: lowest compared OMol25 entry of this formula, charge and spin) is 72.73 kcal/mol. Its frontier orbital gap is 8.755 eV. The largest force on an atom is 3.74 eV/A. The calculation puts the LUMO energy at 0.72 eV.

Geometry as XYZ:
```
10
Properties=species:S:1:pos:R:3:forces:R:3
S -1.462 -0.531 -0.696 0.392 0.541 0.186
O 1.951 -0.104 -0.952 -0.281 0.655 -3.667
N 2.191 -0.442 1.329 1.366 -0.828 2.358
N -0.153 1.187 0.828 -0.544 -0.974 1.342
C 2.135 -0.317 0.143 0.288 -0.435 1.377
C -0.496 -0.113 0.737 0.482 0.567 -0.101
H -0.971 -1.786 -0.860 -0.302 0.393 0.487
H 2.739 -1.208 1.725 -0.364 0.486 -0.047
H -0.595 1.885 0.255 0.165 0.526 -0.288
H 0.406 1.533 1.668 -1.202 -0.931 -1.646
```
Positions in Å, forces in eV/Å.

Atom charges from the Mulliken analysis, given in e for atoms 1 to 6: atom 1 (S): -0.201, atom 2 (O): -0.339, atom 3 (N): -0.494, atom 4 (N): -0.262, atom 5 (C): 0.623, atom 6 (C): -0.209


(6)
Entry from the OMol25 dataset: 2 unconnected molecules or ions with the total composition C2H4N2OS (the ωB97M-V functional and the def2-TZVPD basis).

The structure (SMILES) is O=CCS.N#N. The relative energy (zero: lowest compared OMol25 entry of this formula, charge and spin) is 37.69 kcal/mol. Its frontier orbital gap is 10.148 eV. The largest force on an atom is 5.58 eV/A. The calculation puts the LUMO energy at 0.84 eV.

Geometry as XYZ:
```
10
Properties=species:S:1:pos:R:3:forces:R:3
S -0.790 -1.802 -0.285 -0.395 -0.455 1.789
O -0.311 0.817 -1.462 -0.284 -0.137 -0.956
N 2.588 -0.198 -0.425 0.212 2.642 4.904
N 2.615 0.342 0.568 -0.129 -2.678 -4.893
C -0.827 -0.135 0.693 0.286 -3.454 -1.905
C -0.410 0.866 -0.286 2.494 3.526 3.104
H -1.855 0.166 0.751 -0.891 -0.248 1.032
H -0.629 -1.510 -1.566 0.029 0.857 -0.170
H -0.278 -0.396 1.650 -0.666 1.159 -1.280
H -0.103 1.850 0.361 -0.656 -1.212 -1.625
```
Positions in Å, forces in eV/Å.

Atom charges from the Mulliken analysis, given in e for atoms 1 to 6: atom 1 (S): -0.235, atom 2 (O): -0.409, atom 3 (N): 0.055, atom 4 (N): -0.038, atom 5 (C): -0.437, atom 6 (C): -0.003


(7)
Entry from the OMol25 dataset: 2 unconnected molecules or ions with the total composition C2H4N2OS (the ωB97M-V functional and the def2-TZVPD basis).

The relative energy (zero: lowest compared OMol25 entry of this formula, charge and spin) is 78.97 kcal/mol. Its frontier orbital gap is 9.571 eV. The largest force on an atom is 1.78 eV/A. The calculation puts the LUMO energy at 0.14 eV.

Geometry as XYZ:
```
10
Properties=species:S:1:pos:R:3:forces:R:3
S 0.924 1.370 1.361 1.555 0.867 0.085
O 1.953 0.342 1.329 -0.416 -0.062 0.147
N 1.311 2.714 0.774 -1.129 -0.268 0.509
N -0.590 0.217 -0.315 -0.160 -0.072 -0.069
C -0.956 -0.923 -0.537 0.106 0.544 -0.033
C -1.337 -2.157 -0.619 -0.116 -0.579 -0.140
H -0.636 -2.945 -0.829 0.209 -0.005 -0.040
H 2.230 2.885 0.392 0.315 -0.343 -0.164
H -2.372 -2.424 -0.516 -0.227 0.082 0.078
H -0.528 0.920 -1.040 -0.138 -0.164 -0.374
```
Positions in Å, forces in eV/Å.

Atom charges from the Mulliken analysis, given in e for atoms 1 to 6: atom 1 (S): 0.619, atom 2 (O): -0.487, atom 3 (N): -0.472, atom 4 (N): -0.440, atom 5 (C): 0.611, atom 6 (C): -0.881


(8)
Entry from the OMol25 dataset: C2H4N2OS in the gas phase (the ωB97M-V functional and the def2-TZVPD basis).

The structure (SMILES) is [H]/N=C(\N)SC=O. The relative energy (zero: lowest compared OMol25 entry of this formula, charge and spin) is 65.63 kcal/mol. Its frontier orbital gap is 9.944 eV. The largest force on an atom is 4.27 eV/A. The calculation puts the LUMO energy at 0.52 eV.

Geometry as XYZ:
```
10
Properties=species:S:1:pos:R:3:forces:R:3
S 0.191 -0.783 -0.262 1.985 0.026 0.646
O 2.877 0.014 0.267 -2.657 1.411 -0.674
N -1.080 1.542 -0.119 -0.459 -1.701 0.684
N -2.284 -0.580 0.285 0.386 -1.411 0.426
C -1.203 0.272 0.081 0.475 0.222 -1.532
C 1.778 0.428 0.017 -1.744 0.134 -0.611
H -1.982 1.942 0.077 -0.479 0.793 0.069
H -1.858 -1.621 0.509 -2.425 3.390 -0.941
H 1.147 1.466 -0.255 2.384 -1.816 1.013
H -3.281 -0.306 -0.034 2.534 -1.048 0.920
```
Positions in Å, forces in eV/Å.

Atom charges from the Mulliken analysis, given in e for atoms 1 to 6: atom 1 (S): -0.320, atom 2 (O): -0.386, atom 3 (N): -0.675, atom 4 (N): -0.510, atom 5 (C): 0.703, atom 6 (C): 0.198


Question: LUMO energy of number 2 (C2H4N2O3Si)?
Answer: -0.13 eV


Question: Which of these has the lowest relative energy (zero: lowest compared OMol25 entry of this formula, charge and spin)?
Answer: C2H4N2O3Si


Question: relative energy (zero: lowest compared OMol25 entry of this formula, charge and spin) of number 4 (C2H4N2OS)?
Answer: 51.02 kcal/mol


Question: The highest relative energy (zero: lowest compared OMol25 entry of this formula, charge and spin) belongs to which entry?
Answer: number 3